C25H38BClN7O2RuS3 as an isolated structure, computed with wB97M-V/def2-TZVPD.

Results
multiplicity: 6
expectation value of S²: 8.764
LUMO (alpha / beta): 0.50 / -0.92 eV

The geometry in XYZ format:
```
78
Properties=species:S:1:pos:R:3:forces:R:3:mulliken_spin:R:1
Ru 1.07735 0.99814 0.22432 0.00 -0.02 0.16 3.760
C 2.14374 -0.11571 4.29499 0.02 0.02 0.03 0.008
C 0.74385 0.23505 4.78082 -0.02 -0.04 -0.04 -0.012
C 0.45492 -0.56635 6.05219 0.02 0.01 0.02 0.001
C 0.67565 1.73925 5.04501 0.01 0.00 0.01 0.008
N -0.34957 -0.09200 3.79798 -0.03 0.03 0.02 0.016
C -1.66313 0.16113 4.15142 -0.01 0.02 0.02 0.005
C -2.44133 -0.21074 3.12223 0.02 -0.02 -0.01 0.013
N -1.62436 -0.69101 2.12483 -0.01 0.02 0.00 -0.013
B -2.28361 -1.07878 0.77222 0.02 0.03 0.01 0.050
N -1.42650 -2.03284 -0.08862 0.03 0.02 -0.01 -0.011
C -1.44083 -3.38152 0.18873 0.00 0.01 0.04 0.011
C -0.57668 -3.98827 -0.64125 0.00 -0.02 -0.03 -0.008
N -0.02280 -3.00944 -1.44890 -0.02 -0.01 0.03 0.016
C -0.54581 -1.80673 -1.08651 0.04 -0.01 -0.06 0.044
S -0.15143 -0.27478 -1.77481 -0.01 -0.02 0.04 0.119
C 0.95422 -3.29082 -2.54869 -0.03 0.00 0.05 0.002
C 1.25080 -4.78901 -2.57370 0.00 0.00 -0.02 0.001
C 0.32738 -2.89404 -3.88365 0.02 0.01 -0.02 0.000
C 2.26045 -2.54965 -2.28283 0.04 -0.02 -0.02 -0.005
N -2.74218 0.15340 -0.05813 0.00 -0.08 -0.01 -0.005
C -3.67053 -0.05097 -1.05542 0.00 0.00 0.02 0.003
C -3.75971 1.07710 -1.78141 -0.02 0.01 -0.02 0.003
N -2.88357 1.99409 -1.22857 0.01 -0.02 -0.02 0.007
C -2.26091 1.40222 -0.17940 -0.04 0.10 0.04 0.038
S -1.08697 2.13786 0.85012 0.04 0.01 -0.03 0.176
C -2.63107 3.36410 -1.78160 0.01 -0.02 0.00 0.002
C -1.17727 3.46751 -2.24463 -0.01 -0.02 -0.01 0.008
C -2.98048 4.41300 -0.72788 0.00 0.02 -0.01 0.007
C -3.53619 3.57558 -2.99367 0.00 0.00 -0.01 0.000
C -0.34376 -0.60329 2.54250 0.04 -0.05 -0.03 0.017
S 1.03097 -1.07974 1.59723 -0.05 0.04 0.00 0.260
H 2.82141 0.14521 5.11021 0.01 -0.01 -0.01 0.001
H 2.43323 0.45721 3.41791 -0.01 0.00 0.01 -0.009
H 2.25656 -1.17682 4.08451 0.00 0.00 0.00 -0.001
H 1.23840 -0.36179 6.78194 0.00 0.00 0.00 0.000
H 0.45453 -1.63644 5.84026 0.00 0.00 -0.01 0.001
H -0.49889 -0.30124 6.50813 0.00 0.00 -0.01 0.000
H 1.45913 2.00923 5.75392 0.00 0.00 0.00 -0.001
H -0.28136 2.03912 5.47308 0.00 0.00 0.00 0.000
H 0.84408 2.29204 4.12086 0.00 0.00 0.00 -0.004
H -1.93149 0.57837 5.10268 0.01 0.00 0.00 0.004
H -3.50971 -0.17570 3.00608 0.00 0.00 0.00 0.001
H -3.28503 -1.68887 1.05602 -0.03 0.00 -0.01 0.000
H -2.06959 -3.78929 0.95957 0.00 0.01 0.00 0.000
H -0.32002 -5.02528 -0.72307 -0.01 0.01 0.00 0.001
H 0.35889 -5.38285 -2.77856 0.00 0.00 0.00 0.000
H 1.71186 -5.12829 -1.64540 -0.01 0.00 0.00 0.000
H 1.96079 -4.97106 -3.37935 0.00 0.00 0.00 0.000
H -0.59161 -3.45770 -4.05596 0.00 0.00 0.00 0.000
H 1.02769 -3.12535 -4.68795 -0.01 0.00 0.01 0.001
H 0.10340 -1.83053 -3.91701 0.00 0.00 0.01 -0.003
H 2.65723 -2.79622 -1.29683 -0.01 0.01 0.00 -0.002
H 2.12414 -1.47407 -2.33873 0.00 0.00 0.00 0.003
H 2.99295 -2.85646 -3.03229 0.00 0.02 0.00 0.000
H -4.18487 -0.98946 -1.16081 0.01 0.00 0.01 0.000
H -4.37551 1.29754 -2.63012 0.00 0.01 0.00 0.001
H -0.47396 3.42946 -1.41795 0.00 0.01 0.00 -0.006
H -1.04248 4.41522 -2.76789 0.01 0.01 0.01 0.000
H -0.94020 2.65594 -2.93467 0.00 0.00 0.00 0.000
H -2.34001 4.33615 0.14646 0.00 0.00 -0.01 -0.003
H -4.02164 4.30778 -0.41667 0.00 0.00 0.00 0.000
H -2.85129 5.40498 -1.16322 0.00 0.00 0.01 0.000
H -3.31672 2.86866 -3.79488 0.00 0.00 0.01 0.000
H -3.34516 4.57704 -3.37640 -0.01 0.00 0.00 0.000
H -4.59431 3.51521 -2.73461 0.00 0.00 0.01 0.000
O 1.99593 2.01821 -1.70764 0.04 0.03 -0.06 0.110
C 3.01057 1.29324 -1.63954 -0.10 0.01 0.02 -0.006
C 4.21535 1.33920 -2.54373 0.04 0.03 0.02 0.004
C 5.06739 0.19130 -2.00350 0.02 0.00 0.00 0.006
C 4.26703 -0.35833 -0.81553 -0.05 0.03 0.00 0.011
O 4.60536 -1.28935 -0.12501 0.00 -0.01 0.00 0.005
N 3.09243 0.36048 -0.69022 0.10 -0.07 -0.06 0.091
H 4.68734 2.31758 -2.44928 0.00 0.00 -0.02 -0.001
H 3.90636 1.22293 -3.58230 -0.01 -0.01 0.00 0.001
H 6.05208 0.49927 -1.65475 0.00 0.00 0.00 0.001
H 5.21310 -0.61598 -2.72128 0.00 0.00 0.00 0.000
Cl 2.09596 2.64696 1.65860 -0.06 -0.05 -0.04 0.272
```
Positions in Å, forces in eV/Å.